(1)
# C17H30N3O4PPb

C17H30N3O4PPb as an isolated structure (the ωB97M-V functional and the def2-TZVPD basis, OMol25).

- Charge: +4
- F_max: 8.87 eV/Å
- E_HOMO: -21.55 eV
- Frontier orbital gap: 4.809 eV
- Multiplicity: 1

Each line ends with the Mulliken charge.
CARTESIAN COORDINATES (ANGSTROEM)
Pb  0.11233  -0.15408  -0.01995  0.836
C  -0.08015  0.92291  2.11685  0.281
O  -0.16769  1.34475  3.18507  -0.066
C  2.31260  -0.62618  0.11116  0.362
O  3.44730  -0.87249  0.13479  -0.017
C  -0.40669  -0.73278  -2.18267  0.384
O  -0.41254  -0.94291  -3.31953  -0.048
C  1.59520  3.28302  0.62818  0.558
P  0.75239  2.54599  -0.81628  0.101
H  -0.31909  4.30993  -1.74884  0.822
H  0.83631  3.27738  1.43458  0.519
C  1.85450  2.53589  -2.26759  0.706
H  2.32426  3.52565  -2.07572  0.566
C  1.96856  4.71117  0.24903  -1.737
H  1.25858  5.20476  -0.42658  0.557
H  2.97662  4.73682  -0.18455  0.483
H  1.98686  5.27841  1.18764  0.420
C  2.80457  2.45708  1.09449  -1.218
H  3.57182  2.38372  0.31042  0.312
C  -1.81368  2.71811  -1.97075  -1.722
H  2.56280  1.44915  1.47437  0.109
H  3.24588  3.02215  1.92908  0.475
C  -1.37943  4.05897  0.16091  -1.475
H  -2.62228  2.32256  -1.33968  0.567
H  -2.27866  3.45343  -2.64517  0.414
H  -1.42535  1.91484  -2.61831  0.284
C  -0.77621  3.49746  -1.13783  0.415
H  -2.41519  4.35159  -0.05072  0.482
H  -0.84273  4.96147  0.48548  0.393
H  -1.40688  3.33453  0.99524  0.250
C  1.09019  2.51980  -3.59269  -1.373
H  0.60215  1.55181  -3.79953  0.278
H  1.85779  2.67855  -4.36072  0.435
H  0.36114  3.33985  -3.65545  0.419
C  2.90693  1.41745  -2.24338  -1.385
H  3.40860  1.24164  -1.28736  0.228
H  3.68695  1.75570  -2.93894  0.492
H  2.52771  0.46031  -2.63575  0.277
H  -2.08666  0.84529  -0.20924  -0.158
H  -2.20778  0.14569  0.08042  0.246
C  -1.12692  -5.62065  -0.65312  -0.945
N  -1.01945  -4.52563  0.29824  -0.017
C  -1.32336  -4.77890  1.60454  -0.050
C  -1.30839  -3.78970  2.56489  -1.177
C  -1.13626  -2.47898  2.00382  0.795
N  -0.70673  -2.26859  0.79850  -0.085
C  -0.60278  -3.27577  -0.10558  0.418
O  -0.14616  -3.00867  -1.26560  -0.690
N  -1.19550  -1.33739  2.83805  -0.372
H  -0.46416  -6.43686  -0.33829  0.406
H  -0.85189  -5.28297  -1.65288  0.305
H  -2.14752  -6.01659  -0.60904  0.394
H  -1.58106  -5.80713  1.78513  0.563
H  -1.65256  -3.87741  3.61499  0.399
H  -1.37404  -1.65590  3.79083  0.255
H  -1.93797  -0.62285  2.59915  0.330

=====

(2)
# CH12N2O4

A 5-piece molecular cluster, CH12N2O4 overall (the ωB97M-V functional and the def2-TZVPD basis, OMol25).

- Charge: -1
- F_max: 3.66 eV/Å
- E_HOMO (spin up / spin down): 0.88 / -5.46 eV
- Frontier orbital gap (spin up / spin down): 1.683 / 8.018 eV
- Multiplicity: 2
- Relative energy (zero: lowest compared OMol25 entry of this formula, charge and spin): 30.1 kcal per mole

Each line ends with the Mulliken spin population.
CARTESIAN COORDINATES (ANGSTROEM)
N  0.02654  0.04618  -2.56581  -0.231
C  0.24362  1.34134  -2.16393  2.793
N  1.00664  1.55752  -1.11725  -0.580
H  0.12165  -0.72461  -1.92786  -0.008
H  -0.71541  -0.13521  -3.17641  -0.521
H  0.13553  2.21168  -2.85184  -0.389
H  1.37390  2.54386  -1.28406  -0.259
H  -4.03118  -2.91639  5.24053  -0.002
H  -4.18146  -1.51771  6.03905  -0.002
O  -4.15560  -1.93810  5.19326  0.008
H  1.88454  -1.94050  -1.08217  0.036
H  1.67166  -2.15710  -2.41507  -0.068
O  1.36531  -2.60294  -1.54897  0.090
H  2.28279  0.24155  -0.78551  0.005
H  3.64444  -0.21372  -0.68448  -0.091
O  2.80075  -0.48530  -0.36478  0.172
H  -1.50493  2.21726  0.74811  -0.027
H  -0.84814  2.01516  2.18538  -0.031
O  -1.07638  2.66407  1.56542  0.104

=====

(3)
# C10H18N2O3

The molecule C10H18N2O3 (the ωB97M-V functional and the def2-TZVPD basis, OMol25).

- SMILES: CC(C)[C@H](N)C(=O)N1CCC[C@H]1C(=O)O
- F_max: 4.78 eV/Å
- E_HOMO: -8.98 eV
- Frontier orbital gap: 9.344 eV
- Multiplicity: 1
- Relative energy (zero: lowest compared OMol25 entry of this formula, charge and spin): 145.9 kcal per mole

Each line ends with the Mulliken charge.
CARTESIAN COORDINATES (ANGSTROEM)
C  3.41272  1.01093  0.23831  -1.843
C  2.78352  -0.33236  0.47494  0.151
C  3.00991  -0.82593  1.92764  -1.208
C  1.29466  -0.54271  0.01490  0.063
N  1.02424  -0.07652  -1.32447  -0.503
C  0.18647  0.49374  0.56390  0.377
O  0.47269  1.47080  1.31175  -0.683
N  -1.09326  0.23102  0.27886  0.307
C  -2.00914  1.33692  0.67057  -0.643
C  -3.43569  0.73515  0.22044  -0.463
C  -3.07591  -0.68594  0.15145  -1.080
C  -1.62896  -0.82655  -0.39203  0.126
C  -1.94040  -0.40951  -1.86270  0.279
O  -1.85197  0.76055  -2.21927  -0.562
O  -2.24583  -1.28457  -2.80001  -0.564
H  4.38927  1.03631  0.62198  0.516
H  3.49173  1.26380  -0.89379  0.245
H  2.79006  1.65470  0.73391  0.399
H  3.59067  -0.96336  0.19929  0.461
H  3.93237  -1.37175  2.20419  0.366
H  2.35737  -1.80885  1.91942  0.228
H  2.63084  0.07487  2.48127  0.274
H  0.89999  -1.74173  -0.05060  0.269
H  1.48525  -0.71052  -2.13471  0.283
H  1.14150  0.94614  -1.23826  0.247
H  -2.20190  1.33329  1.67215  0.445
H  -1.70477  2.35763  0.18859  0.286
H  -4.29351  0.83449  1.07422  0.321
H  -3.54192  1.06675  -0.89396  0.286
H  -3.17051  -1.28911  1.14609  0.326
H  -3.66155  -1.14080  -0.59785  0.503
H  -0.99716  -1.76672  0.07591  0.335
H  -2.04075  -0.83016  -3.76213  0.457

=====

multiplicity of number 1 (C17H30N3O4PPb)? 1

=====

Which of these has the lowest F_max? CH12N2O4